57
Properties=species:S:1:pos:R:3:lowdin_charge:R:1 method="wB97M-V/def2-TZVPD" e_tot_ha=-1252.8783 smiles="CCNc1cc(CCC(C)C)c(F)c2c1C(=O)NC2=O.CCO.CCO" multiplicity=1 charge=0 largest_force_ev_per_a=2.19 homo_lumo_gap_ev=8.48
C -3.25 0.14 -1.97 -0.09
C -2.39 -1.12 -1.74 -0.25
N -0.96 -0.78 -1.91 0.01
C -0.17 -0.93 -0.74 -0.19
C -0.60 -0.73 0.56 0.04
C 0.26 -0.89 1.63 -0.14
C -0.31 -0.70 3.03 -0.11
C -0.86 0.75 3.21 -0.17
C -0.09 1.62 4.25 -0.40
C -0.28 3.09 3.81 -0.09
C 1.43 1.34 4.27 -0.07
C 1.57 -1.21 1.44 -0.18
F 2.43 -1.35 2.46 0.11
C 2.03 -1.40 0.16 0.00
C 1.16 -1.27 -0.91 -0.02
C 1.91 -1.55 -2.22 -0.33
O 1.50 -1.73 -3.33 0.14
N 3.29 -1.60 -1.79 0.13
C 3.42 -1.74 -0.38 -0.35
O 4.43 -2.02 0.21 0.14
H -4.32 0.00 -1.83 0.06
H -3.12 0.42 -3.03 0.08
H -2.89 1.01 -1.41 0.07
H -2.62 -1.65 -0.82 0.11
H -2.64 -1.80 -2.56 0.11
H -0.85 0.17 -2.25 0.13
H -1.64 -0.46 0.75 0.13
H -1.15 -1.39 3.09 0.12
H 0.39 -1.01 3.81 0.11
H -0.82 1.30 2.26 0.10
H -1.93 0.68 3.45 0.11
H -0.57 1.43 5.22 0.13
H -1.33 3.39 3.88 0.08
H -0.02 3.17 2.75 0.08
H 0.39 3.76 4.36 0.07
H 1.94 2.25 4.59 0.07
H 1.63 0.54 4.99 0.08
H 1.82 1.04 3.29 0.08
H 3.70 -0.68 -1.96 0.15
C 7.81 -2.34 -3.16 -0.09
C 7.54 -0.85 -3.01 -0.32
O 6.14 -0.59 -2.95 -0.10
H 7.33 -2.73 -4.05 0.08
H 8.88 -2.54 -3.22 0.07
H 7.40 -2.89 -2.31 0.07
H 7.93 -0.31 -3.87 0.11
H 8.02 -0.46 -2.11 0.11
H 5.80 -1.07 -2.18 0.05
C -7.66 2.00 -2.06 -0.09
C -7.56 0.90 -1.02 -0.32
O -6.51 1.16 -0.09 -0.09
H -6.72 2.11 -2.60 0.07
H -8.46 1.79 -2.77 0.07
H -7.87 2.96 -1.58 0.07
H -7.33 -0.05 -1.50 0.11
H -8.50 0.79 -0.47 0.11
H -6.71 2.00 0.34 0.08

64
Properties=species:S:1:pos:R:3:lowdin_charge:R:1 method="wB97M-V/def2-TZVPD" e_tot_ha=-2482.2940 multiplicity=1 charge=+1 largest_force_ev_per_a=3.39 homo_lumo_gap_ev=7.41
C 1.46 -3.31 2.09 0.01
C 0.02 -3.29 1.64 -0.51
N -0.20 -3.06 0.20 0.08
C 0.03 -4.00 -0.56 -0.78
S 0.44 -5.03 -1.64 0.88
C -0.69 -4.56 2.21 -0.04
N -2.11 -4.11 2.32 0.16
C -2.13 -2.82 2.00 -0.39
N -3.15 -2.17 1.42 0.18
N -0.89 -2.28 2.34 -0.10
P -0.54 -0.61 1.86 0.36
S -0.22 0.53 3.38 0.16
H 1.98 -4.09 1.53 0.10
H 1.98 -2.38 1.86 0.07
H 1.56 -3.51 3.15 0.10
H -0.57 -5.47 1.63 0.14
H -0.38 -4.70 3.24 0.14
H -2.76 -4.60 1.70 0.17
H -4.03 -1.98 1.87 0.14
H -3.03 -1.84 0.47 0.12
H -1.61 -0.11 1.11 -0.04
H 0.57 -0.59 1.01 -0.03
C 4.04 1.48 3.25 -0.04
C 3.40 0.86 2.10 -0.25
N 2.89 0.37 1.20 0.14
H 4.61 2.35 2.93 0.09
H 3.28 1.80 3.97 0.09
H 4.71 0.77 3.73 0.09
C 1.42 3.00 -0.78 -0.10
C 1.65 4.26 -1.46 -0.28
N 1.83 5.26 -1.99 0.12
H 2.26 2.77 -0.12 0.05
H 0.50 3.06 -0.19 0.02
H 1.32 2.19 -1.51 0.08
C -4.27 2.58 0.36 -0.05
C -2.84 2.55 0.09 -0.25
N -1.71 2.53 -0.13 0.15
H -4.53 1.77 1.05 0.08
H -4.53 3.53 0.83 0.04
H -4.83 2.47 -0.56 0.07
C -5.35 3.72 -4.15 -0.07
C -6.35 3.75 -3.09 -0.29
N -7.15 3.78 -2.26 0.13
H -4.38 3.46 -3.74 0.08
H -5.63 2.99 -4.90 0.08
H -5.29 4.70 -4.62 0.09
C 3.22 -1.55 -1.49 -0.08
C 4.17 -1.51 -2.59 -0.27
N 4.92 -1.48 -3.47 0.14
H 3.55 -0.91 -0.67 0.03
H 2.24 -1.21 -1.83 0.08
H 3.13 -2.57 -1.12 0.07
C -2.69 6.65 2.12 -0.06
C -3.86 5.80 2.34 -0.27
N -4.78 5.14 2.52 0.13
H -2.39 6.59 1.08 0.08
H -2.94 7.68 2.36 0.09
H -1.87 6.32 2.75 0.08
C 6.09 -4.78 -4.17 -0.09
C 6.06 -5.93 -5.07 -0.29
N 6.04 -6.84 -5.77 0.12
H 5.87 -5.10 -3.15 0.07
H 7.08 -4.32 -4.19 0.08
H 5.35 -4.04 -4.48 0.06

57
Properties=species:S:1:pos:R:3:lowdin_charge:R:1 method="wB97M-V/def2-TZVPD" e_tot_ha=-1207.8808 smiles="C=C(C)CC(=O)N[C@H]1C[C@H]2CC[C@@H]([C@H]1C)N2C(=O)C(C)(C)NC(=O)OC" multiplicity=1 charge=0 largest_force_ev_per_a=0.82 de_lowest_kj_mol=31.3 homo_lumo_gap_ev=9.78
C -2.25 -5.08 0.93 0.04
C -1.04 -5.07 0.37 -0.38
C -0.85 -5.14 -1.12 -0.05
C 0.23 -5.00 1.19 -0.07
C 0.87 -3.62 1.23 -0.48
O 2.06 -3.50 1.49 0.06
N 0.06 -2.57 1.01 0.11
C 0.47 -1.18 1.06 -0.23
C 1.11 -0.71 -0.26 -0.06
C 0.11 -0.10 -1.25 -0.24
C -1.03 -1.08 -1.57 -0.10
C -2.10 -0.81 -0.50 -0.09
C -1.51 0.30 0.38 -0.21
C -0.66 -0.25 1.54 -0.26
C -1.48 -0.84 2.69 -0.04
N -0.61 0.97 -0.55 0.03
C -0.17 2.23 -0.28 -0.36
O -0.57 2.82 0.70 0.10
C 0.73 2.98 -1.31 -0.43
C 2.15 2.42 -1.39 -0.02
C 0.08 2.96 -2.69 -0.01
N 0.76 4.37 -0.91 0.13
C 1.58 4.91 0.03 -0.57
O 2.53 4.38 0.55 0.10
O 1.21 6.17 0.26 -0.03
C 1.96 6.88 1.23 -0.06
H -2.37 -5.04 2.01 0.07
H -3.15 -5.14 0.33 0.06
H -0.30 -6.05 -1.39 0.09
H -1.80 -5.16 -1.65 0.08
H -0.27 -4.29 -1.48 0.07
H 0.03 -5.28 2.23 0.13
H 0.97 -5.69 0.80 0.13
H -0.91 -2.77 0.79 0.09
H 1.25 -1.14 1.82 0.15
H 1.89 0.03 -0.01 0.11
H 1.66 -1.54 -0.72 0.13
H 0.60 0.23 -2.16 0.12
H -1.42 -0.89 -2.57 0.11
H -0.68 -2.11 -1.56 0.09
H -3.03 -0.47 -0.96 0.12
H -2.35 -1.71 0.07 0.10
H -2.26 0.99 0.75 0.15
H -0.15 0.63 1.95 0.14
H -2.07 -1.70 2.38 0.07
H -0.82 -1.15 3.50 0.09
H -2.17 -0.09 3.09 0.09
H 2.20 1.50 -1.97 0.08
H 2.80 3.14 -1.88 0.10
H 2.57 2.24 -0.41 0.08
H 0.01 1.95 -3.11 0.07
H -0.93 3.36 -2.67 0.09
H 0.66 3.56 -3.39 0.09
H -0.05 4.93 -1.12 0.15
H 1.53 7.87 1.32 0.09
H 1.91 6.38 2.20 0.10
H 3.00 6.96 0.93 0.09